C34H52BBrFeN7O4P2 as an isolated structure. Source: the Open Molecules 2025 dataset; level of theory: wB97M-V/def2-TZVPD.

The lowest unoccupied orbital energy (alpha / beta) comes out at -0.06971 / -0.09218 Eh. The HOMO energy (alpha / beta) is -11.0 / -11.0 eV. The energy relative to the best compared isomer or geometry (same formula, charge and spin) is 0.00 kJ/mol. As for the HOMO-LUMO gap (alpha / beta): 9.056 / 8.453 eV.

```
! wB97M-V def2-TZVPD RIJCOSX def2/J DEFGRID3
* xyz 1 5
Fe 0.552 -0.312 -0.188
C -5.076 0.443 2.590
C -5.058 -0.666 1.536
C -6.484 -0.990 1.082
C -4.210 -0.318 0.343
C -4.455 0.667 -0.649
C -3.435 0.506 -1.546
N -2.621 -0.491 -1.103
N -3.128 -1.017 0.053
B -1.838 -1.428 -2.074
N -1.129 -2.531 -1.283
C -1.371 -3.839 -1.371
C -0.572 -4.500 -0.464
C 0.162 -3.494 0.165
N -0.167 -2.298 -0.347
C 1.163 -3.657 1.264
C 0.566 -4.434 2.440
C 2.429 -4.358 0.764
N -0.801 -0.668 -2.915
C -0.868 -0.520 -4.242
C 0.307 0.042 -4.677
C 1.087 0.198 -3.524
N 0.402 -0.224 -2.442
C 2.506 0.698 -3.508
C 3.191 0.406 -4.843
C 2.611 2.192 -3.192
H -5.684 0.141 3.446
H -4.073 0.683 2.949
H -5.510 1.360 2.177
H -4.627 -1.567 1.978
H -6.965 -0.102 0.662
H -6.490 -1.771 0.320
H -7.086 -1.328 1.927
H -5.270 1.375 -0.699
H -3.258 0.990 -2.498
H -2.616 -1.934 -2.847
H -2.109 -4.211 -2.065
H -0.537 -5.561 -0.272
H 1.417 -2.651 1.597
H 0.335 -5.458 2.138
H 1.279 -4.485 3.267
H -0.357 -3.982 2.804
H 2.181 -5.356 0.395
H 2.892 -3.803 -0.049
H 3.155 -4.473 1.573
H -1.739 -0.847 -4.790
H 0.581 0.270 -5.695
H 3.029 0.150 -2.737
H 2.788 1.039 -5.637
H 4.260 0.614 -4.766
H 3.065 -0.636 -5.142
H 1.975 2.773 -3.867
H 2.314 2.406 -2.167
H 3.643 2.532 -3.319
O -0.196 5.922 -1.449
C -0.069 4.619 -1.161
C -0.768 3.609 -1.811
C -0.541 2.309 -1.433
N 0.323 1.948 -0.467
C 0.963 2.943 0.144
Br 2.163 2.526 1.550
C 0.815 4.277 -0.148
H -0.829 6.058 -2.163
H -1.481 3.832 -2.596
H -1.066 1.503 -1.919
H 1.354 5.041 0.393
C 4.997 1.651 -0.406
O 4.047 0.701 -0.917
P 3.114 -0.315 -0.117
O 4.124 -0.590 1.098
C 3.774 -1.245 2.325
O 3.186 -1.593 -1.070
C 4.427 -2.106 -1.599
H 5.939 1.474 -0.918
H 4.641 2.653 -0.627
H 5.146 1.532 0.664
H 4.241 -2.228 2.346
H 2.701 -1.356 2.428
H 4.152 -0.646 3.149
H 4.185 -3.025 -2.123
H 5.132 -2.310 -0.794
H 4.859 -1.388 -2.293
C -1.254 -1.142 2.898
P 0.005 0.077 2.403
C 1.062 0.058 3.889
C -0.894 1.657 2.561
C -0.613 2.610 3.537
C -1.313 3.809 3.571
C -2.297 4.071 2.627
C -2.586 3.127 1.649
C -1.884 1.932 1.617
H -1.983 -1.264 2.100
H -1.738 -0.834 3.825
H -0.758 -2.102 3.051
H 0.445 0.291 4.756
H 1.877 0.778 3.816
H 1.483 -0.937 4.024
H 0.163 2.438 4.274
H -1.091 4.538 4.340
H -2.840 5.009 2.658
H -3.360 3.313 0.914
H -2.118 1.198 0.852
*
```

A 11-piece molecular cluster, C34H52Br20N2O4P2S overall in a non-equilibrium geometry. Source: the Open Molecules 2025 dataset; level of theory: wB97M-V/def2-TZVPD.

The lowest unoccupied orbital energy comes out at -0.02114 Eh. Its structure (SMILES) is N=[PH2]c1cc2c(cc1P(O)(O)=S)C(=O)c1cccc(N)c1C2=O.BrCCBr.BrCCBr.BrCCBr.BrCCBr.BrCCBr.BrCCBr.BrCCBr.BrCCBr.BrCCBr.BrCCBr. The HOMO energy is -8.1 eV. The energy relative to the best compared isomer or geometry (same formula, charge and spin) is 0.00 kJ/mol. As for the HOMO-LUMO gap: 7.510 eV.

```
! wB97M-V def2-TZVPD RIJCOSX def2/J DEFGRID3
* xyz 0 1
N 2.490 4.367 3.218
P 3.507 3.660 2.216
C 2.484 2.659 1.041
C 1.162 3.014 1.036
C 0.293 2.370 0.221
C 0.736 1.356 -0.601
C 2.042 0.988 -0.617
C 2.979 1.637 0.224
P 4.729 1.140 0.134
O 4.755 -0.276 -0.644
O 5.491 2.128 -0.895
S 5.624 0.924 1.823
C -0.318 0.669 -1.446
O -0.150 0.343 -2.599
C -1.621 0.455 -0.715
C -2.312 -0.706 -0.849
C -3.480 -0.878 -0.134
C -3.921 0.135 0.665
C -3.247 1.326 0.812
N -3.755 2.348 1.653
C -2.067 1.473 0.107
C -1.191 2.693 0.193
O -1.606 3.832 0.213
H 2.718 4.060 4.158
H 4.167 4.710 1.530
H 4.386 2.889 2.986
H 0.839 3.797 1.716
H 2.351 0.172 -1.308
H 4.406 -0.920 0.007
H 6.130 1.568 -1.370
H -1.915 -1.488 -1.489
H -3.995 -1.830 -0.242
H -4.852 -0.026 1.204
H -3.404 2.201 2.596
H -3.421 3.262 1.366
Br 6.268 -3.842 0.843
C 5.451 -4.161 2.585
C 3.989 -3.819 2.569
Br 3.730 -1.891 2.628
H 6.017 -3.584 3.311
H 5.593 -5.222 2.777
H 3.494 -4.204 3.458
H 3.480 -4.182 1.692
Br 0.412 -7.418 1.018
C -0.698 -7.680 2.595
C -1.941 -6.833 2.535
Br -1.551 -4.969 2.938
H -0.077 -7.464 3.459
H -0.954 -8.737 2.591
H -2.653 -7.148 3.295
H -2.420 -6.852 1.561
Br 0.344 -3.949 -1.177
C 0.142 -3.144 -2.928
C 1.472 -2.857 -3.572
Br 2.319 -1.273 -2.810
H -0.465 -2.253 -2.796
H -0.414 -3.875 -3.512
H 1.327 -2.621 -4.625
H 2.185 -3.670 -3.480
Br -4.449 -4.038 -0.882
C -6.346 -4.436 -0.720
C -7.179 -3.426 -1.457
Br -7.305 -1.751 -0.476
H -6.570 -4.485 0.341
H -6.468 -5.424 -1.159
H -8.205 -3.777 -1.554
H -6.785 -3.189 -2.441
Br -8.843 1.484 -3.256
C -10.388 1.629 -2.083
C -10.401 0.533 -1.052
Br -10.970 -1.162 -1.820
H -11.268 1.627 -2.717
H -10.291 2.601 -1.602
H -11.130 0.749 -0.272
H -9.427 0.366 -0.599
Br -5.367 -6.401 -3.734
C -4.535 -5.865 -5.412
C -3.064 -5.589 -5.242
Br -2.748 -3.868 -4.388
H -5.090 -5.007 -5.780
H -4.688 -6.707 -6.084
H -2.578 -5.518 -6.213
H -2.560 -6.338 -4.640
Br 6.670 -3.833 6.550
C 8.506 -3.193 6.444
C 8.566 -1.772 5.951
Br 8.269 -1.677 4.032
H 9.046 -3.886 5.807
H 8.891 -3.261 7.460
H 9.559 -1.355 6.108
H 7.828 -1.128 6.418
Br -6.533 4.357 2.846
C -8.225 4.044 1.940
C -8.597 2.585 1.950
Br -7.562 1.572 0.648
H -8.128 4.451 0.938
H -8.957 4.626 2.497
H -9.636 2.457 1.649
H -8.441 2.112 2.914
Br 7.276 4.526 1.776
C 6.825 5.035 -0.048
C 8.020 5.579 -0.782
Br 8.432 7.402 -0.231
H 6.006 5.745 0.014
H 6.474 4.121 -0.519
H 7.813 5.645 -1.848
H 8.920 4.992 -0.624
Br 7.835 10.096 -5.328
C 6.281 10.202 -4.160
C 6.298 9.115 -3.118
Br 5.785 7.395 -3.874
H 5.403 10.166 -4.798
H 6.346 11.180 -3.688
H 5.559 9.318 -2.345
H 7.271 8.980 -2.658
*
```

C34H52BrLiN2OP2 as an isolated structure. Source: the Open Molecules 2025 dataset; level of theory: wB97M-V/def2-TZVPD.

The lowest unoccupied orbital energy comes out at -0.01307 Eh. The HOMO energy is -7.0 eV. The energy relative to the best compared isomer or geometry (same formula, charge and spin) is 0.00 kJ/mol. As for the HOMO-LUMO gap: 6.694 eV.

```
! wB97M-V def2-TZVPD RIJCOSX def2/J DEFGRID3
* xyz 0 1
Li 0.051 0.526 -0.909
Br -6.208 4.275 -1.224
C -4.765 3.045 -1.333
C -5.031 1.665 -1.347
C -4.004 0.766 -1.427
C -2.631 1.169 -1.481
O -1.705 0.302 -1.530
C -2.394 2.589 -1.466
C -1.084 3.162 -1.534
N 0.024 2.511 -1.455
C 1.254 3.176 -1.537
C 1.465 4.496 -1.860
C 2.757 5.058 -1.853
C 3.850 4.310 -1.524
C 3.687 2.942 -1.204
C 4.771 2.111 -0.840
C 4.543 0.803 -0.531
C 3.223 0.317 -0.604
N 2.194 1.051 -0.942
C 2.398 2.366 -1.230
C -3.478 3.491 -1.404
H -6.055 1.319 -1.297
H -4.209 -0.297 -1.442
H -1.085 4.254 -1.633
H 0.637 5.136 -2.129
H 2.872 6.103 -2.109
H 4.842 4.743 -1.506
H 5.769 2.532 -0.810
H 5.345 0.137 -0.243
H 3.017 -0.723 -0.378
H -3.274 4.556 -1.404
C 0.403 0.709 4.549
C 0.424 0.107 3.144
C 1.869 -0.090 2.677
P -0.560 0.922 1.782
C -2.315 0.402 2.127
C -2.780 0.307 3.579
C -2.543 -0.945 1.434
C -0.554 2.762 2.059
C -1.297 3.356 3.254
C 0.878 3.299 1.977
H 0.946 0.056 5.237
H -0.604 0.839 4.936
H 0.899 1.680 4.569
H -0.042 -0.887 3.196
H 2.386 0.868 2.583
H 1.906 -0.580 1.705
H 2.424 -0.699 3.396
H -2.917 1.157 1.604
H -2.222 -0.465 4.113
H -3.833 0.015 3.604
H -2.680 1.240 4.128
H -1.931 -1.722 1.905
H -2.284 -0.891 0.377
H -3.588 -1.252 1.525
H -1.077 3.102 1.158
H -0.877 3.030 4.206
H -2.356 3.099 3.237
H -1.226 4.446 3.218
H 1.426 3.112 2.901
H 0.869 4.379 1.814
H 1.434 2.843 1.157
C -2.263 -2.922 -2.038
C -1.261 -3.430 -0.994
C -1.271 -4.960 -0.946
P 0.343 -2.498 -1.207
C 0.818 -2.712 -2.996
C 0.677 -4.076 -3.674
C 2.226 -2.144 -3.188
C 1.604 -3.437 -0.201
C 1.070 -3.521 1.234
C 2.157 -4.780 -0.677
H -3.270 -3.254 -1.772
H -2.038 -3.331 -3.024
H -2.257 -1.834 -2.100
H -1.609 -3.081 -0.017
H -0.901 -5.407 -1.868
H -2.301 -5.300 -0.807
H -0.687 -5.360 -0.120
H 0.125 -2.027 -3.499
H 1.230 -4.862 -3.162
H 1.061 -4.013 -4.696
H -0.364 -4.384 -3.739
H 2.977 -2.760 -2.687
H 2.298 -1.128 -2.800
H 2.483 -2.114 -4.249
H 2.456 -2.745 -0.176
H 0.284 -4.272 1.320
H 0.653 -2.566 1.560
H 1.868 -3.796 1.928
H 1.379 -5.524 -0.833
H 2.848 -5.177 0.073
H 2.713 -4.675 -1.608
*
```

C34H52FeN5SSb as an isolated structure. Source: the Open Molecules 2025 dataset; level of theory: wB97M-V/def2-TZVPD.

The lowest unoccupied orbital energy (alpha / beta) comes out at -0.01401 / -0.01892 Eh. The HOMO energy (alpha / beta) is -6.5 / -6.6 eV. The energy relative to the best compared isomer or geometry (same formula, charge and spin) is 0.00 kJ/mol. As for the HOMO-LUMO gap (alpha / beta): 6.081 / 6.063 eV.

```
! wB97M-V def2-TZVPD RIJCOSX def2/J DEFGRID3
* xyz 0 5
Fe -0.457 -0.168 1.498
N -0.142 2.574 4.843
C -0.273 1.419 4.133
S -1.674 1.259 3.102
N 0.603 0.479 4.339
N 0.317 -0.582 3.523
C 0.237 -1.738 4.029
C -0.258 -2.805 3.143
C -0.248 -4.136 3.535
C -0.767 -5.092 2.678
C -1.284 -4.683 1.458
C -1.257 -3.333 1.149
N -0.764 -2.404 1.962
H -0.659 3.367 4.509
H 0.761 2.746 5.255
H 0.424 -1.932 5.082
H 0.164 -4.407 4.497
H -0.770 -6.137 2.958
H -1.701 -5.389 0.754
H -1.644 -2.979 0.202
C -3.161 -1.520 -3.338
C -2.368 -1.789 -2.063
C -0.969 -2.293 -2.414
Sb -2.260 -0.147 -0.638
C -2.313 1.599 -1.898
C -1.073 1.604 -2.792
C -3.587 1.855 -2.692
C -4.250 -0.255 0.218
C -4.616 1.089 0.841
C -5.360 -0.771 -0.688
H -3.226 -2.437 -3.933
H -2.666 -0.771 -3.959
H -4.177 -1.177 -3.143
H -2.896 -2.565 -1.496
H -0.401 -1.528 -2.948
H -1.029 -3.171 -3.066
H -0.384 -2.568 -1.533
H -2.191 2.394 -1.162
H -1.146 0.847 -3.580
H -0.155 1.432 -2.227
H -0.971 2.578 -3.279
H -3.767 1.088 -3.446
H -3.493 2.810 -3.220
H -4.472 1.919 -2.058
H -4.103 -0.976 1.031
H -4.755 1.860 0.077
H -3.858 1.447 1.538
H -5.557 1.008 1.393
H -5.542 -0.097 -1.529
H -6.297 -0.845 -0.127
H -5.144 -1.761 -1.093
C -1.374 4.837 0.237
C -0.125 4.056 -0.086
C 0.924 4.653 -0.778
C 2.078 3.921 -1.012
C 3.256 4.548 -1.713
C 2.173 2.601 -0.585
C 1.122 1.938 0.087
C -0.016 2.740 0.325
N 1.105 0.609 0.503
C 2.263 -0.254 0.222
C 3.528 0.165 1.002
C 4.680 -0.809 0.737
C 4.964 -0.874 -0.768
C 3.727 -1.390 -1.513
C 3.357 -2.779 -0.992
C 3.047 -2.674 0.501
C 4.298 -2.201 1.245
C 1.916 -1.666 0.723
C 2.553 -0.432 -1.287
H -1.334 5.837 -0.197
H -1.504 4.940 1.316
H -2.272 4.343 -0.142
H 0.849 5.683 -1.110
H 3.004 5.536 -2.099
H 3.593 3.934 -2.550
H 4.102 4.662 -1.031
H 3.106 2.108 -0.791
H -0.840 2.327 0.885
H 3.272 0.176 2.067
H 3.839 1.176 0.751
H 5.573 -0.461 1.264
H 5.816 -1.534 -0.960
H 5.235 0.120 -1.140
H 3.941 -1.445 -2.585
H 4.176 -3.485 -1.159
H 2.484 -3.158 -1.534
H 2.734 -3.650 0.886
H 5.119 -2.907 1.086
H 4.103 -2.162 2.321
H 1.689 -1.617 1.790
H 1.019 -2.008 0.194
H 1.645 -0.834 -1.752
H 2.758 0.511 -1.785
*
```

C34H52GeN2O3PPd as an isolated structure in a non-equilibrium geometry. Source: the Open Molecules 2025 dataset; level of theory: wB97M-V/def2-TZVPD.

The lowest unoccupied orbital energy (alpha / beta) comes out at -0.26409 / -0.28428 Eh. The HOMO energy (alpha / beta) is -13.9 / -13.9 eV. The energy relative to the best compared isomer or geometry (same formula, charge and spin) is 0.00 kJ/mol. As for the HOMO-LUMO gap (alpha / beta): 6.751 / 6.204 eV.

```
! wB97M-V def2-TZVPD RIJCOSX def2/J DEFGRID3
* xyz 2 2
Pd -0.147 0.305 0.384
C 3.361 0.415 -0.616
C 3.394 0.311 0.896
C 4.125 1.498 1.506
C 4.017 -0.994 1.364
O 2.005 0.300 1.356
Ge 1.292 1.430 2.588
O -0.052 0.255 2.829
C -0.399 -0.390 4.087
C 0.845 -0.498 4.958
C -0.919 -1.770 3.720
C -1.471 0.445 4.766
O 0.291 2.521 1.610
C 0.535 3.909 1.231
C 1.485 4.558 2.228
C -0.821 4.598 1.264
C 1.117 3.921 -0.175
H 4.338 0.186 -1.042
H 2.645 -0.303 -1.016
H 3.074 1.421 -0.929
H 5.174 1.497 1.212
H 3.690 2.442 1.172
H 4.102 1.455 2.599
H 5.039 -1.085 0.999
H 4.039 -1.040 2.453
H 3.442 -1.843 1.002
H 1.661 -0.974 4.409
H 1.173 0.485 5.308
H 0.644 -1.098 5.845
H -0.158 -2.334 3.177
H -1.177 -2.326 4.621
H -1.815 -1.696 3.101
H -1.118 1.461 4.950
H -2.370 0.499 4.149
H -1.745 0.008 5.726
H 1.077 4.511 3.240
H 2.463 4.071 2.216
H 1.643 5.607 1.980
H -1.319 4.418 2.216
H -0.700 5.674 1.144
H -1.458 4.243 0.451
H 2.160 3.604 -0.182
H 0.543 3.252 -0.825
H 1.068 4.924 -0.598
N -2.060 0.928 0.542
C -2.601 1.657 -0.602
C -3.531 2.666 -0.484
C -3.937 3.321 -1.647
C -3.425 2.965 -2.886
C -2.483 1.947 -2.994
C -2.083 1.294 -1.840
P -0.895 -0.038 -1.679
C -0.003 -0.254 -3.209
C 1.214 0.379 -3.447
C 1.856 0.204 -4.662
C 1.278 -0.596 -5.639
C 0.050 -1.202 -5.417
C -0.594 -1.040 -4.202
C -1.935 -1.490 -1.290
C -3.321 -1.387 -1.490
C -4.214 -2.041 -0.661
C -3.728 -2.818 0.390
C -2.359 -3.007 0.551
C -1.460 -2.382 -0.304
H -2.599 0.072 0.707
H -2.087 1.499 1.388
H -3.935 2.949 0.480
H -4.653 4.128 -1.573
H -3.752 3.489 -3.773
H -2.069 1.672 -3.955
H 1.661 1.006 -2.689
H 2.800 0.695 -4.850
H 1.787 -0.746 -6.582
H -0.406 -1.806 -6.189
H -1.544 -1.531 -4.028
H -3.708 -0.769 -2.291
H -5.277 -1.943 -0.827
H -4.417 -3.339 1.040
H -1.986 -3.716 1.280
H 0.211 -2.857 0.716
C 0.830 -4.889 -0.270
C 0.507 -3.677 -1.148
C 1.778 -3.153 -1.797
C -0.485 -4.098 -2.228
N -0.071 -2.619 -0.227
H 1.246 -5.698 -0.868
H -0.069 -5.265 0.222
H 1.568 -4.631 0.493
H 2.179 -3.900 -2.483
H 2.543 -2.940 -1.055
H 1.578 -2.248 -2.371
H -0.097 -4.991 -2.717
H -0.608 -3.332 -2.992
H -1.465 -4.345 -1.821
*
```